{"formula": "C20H46NO9", "method": "wB97M-V/def2-TZVPD", "elements": ["O", "C", "O", "C", "C", "C", "C", "N", "C", "H", "H", "H", "H", "C", "C", "O", "H", "H", "H", "H", "H", "H", "C", "C", "O", "H", "H", "H", "H", "H", "H", "C", "C", "O", "H", "H", "H", "H", "H", "H", "C", "C", "O", "H", "H", "H", "H", "H", "H", "C", "C", "O", "H", "H", "H", "H", "H", "H", "C", "C", "O", "H", "H", "H", "H", "H", "H", "C", "C", "O", "H", "H", "H", "H", "H", "H"], "positions_angstrom": [[-7.1320, -1.3972, 2.5027], [-6.6540, -0.2391, 2.5813], [-7.2363, 0.8390, 2.3125], [-5.2011, -0.1670, 3.0373], [-4.8960, 0.0669, 4.3488], [-3.5753, 0.0953, 4.7222], [-2.6253, -0.1123, 3.7654], [-2.8698, -0.3147, 2.4807], [-4.1577, -0.3383, 2.1726], [-5.6741, 0.2126, 5.0849], [-3.2627, 0.2481, 5.7450], [-1.5827, -0.1077, 4.0765], [-4.4185, -0.5202, 1.1347], [-7.8679, 1.3381, -1.3784], [-6.4726, 1.9316, -1.3527], [-5.5102, 0.9464, -1.0047], [-8.1109, 0.9126, -0.4027], [-8.6133, 2.0962, -1.6311], [-7.9294, 0.5298, -2.1132], [-6.4108, 2.7203, -0.6035], [-6.2116, 2.3608, -2.3292], [-5.5457, 0.2451, -1.6606], [-0.4357, -3.8004, 0.8855], [-1.8659, -4.2041, 1.2006], [-2.2214, -3.8512, 2.5285], [0.2580, -4.2789, 1.5790], [-0.1639, -4.0832, -0.1350], [-0.3055, -2.7219, 0.9952], [-1.9864, -5.2846, 1.1105], [-2.5626, -3.7196, 0.5071], [-2.1296, -2.8933, 2.6037], [2.9945, -1.9176, -0.6781], [2.1398, -0.8399, -0.0409], [1.9782, -1.0731, 1.3580], [2.5451, -2.8942, -0.5280], [3.1099, -1.7445, -1.7488], [3.9847, -1.9422, -0.2217], [1.1438, -0.8286, -0.4819], [2.5918, 0.1470, -0.1858], [2.8523, -1.0734, 1.7573], [7.4861, 0.8622, -0.6065], [6.2892, 0.6008, -1.5028], [5.1678, 0.1571, -0.7381], [7.7565, -0.0418, -0.0584], [8.3480, 1.1917, -1.1893], [7.2523, 1.6311, 0.1341], [6.5188, -0.1805, -2.2267], [6.0142, 1.5061, -2.0488], [4.9558, 0.8502, -0.1056], [-5.1942, 5.1010, 1.7203], [-4.1404, 4.0065, 1.7786], [-4.5863, 2.9058, 2.5466], [-5.4440, 5.4409, 2.7265], [-4.8439, 5.9563, 1.1358], [-6.1148, 4.7237, 1.2694], [-3.2288, 4.3802, 2.2475], [-3.8914, 3.6609, 0.7673], [-5.3893, 2.5490, 2.1361], [4.9798, 4.9027, -4.5051], [6.3795, 4.5333, -4.0500], [6.5188, 3.1216, -3.9044], [4.2397, 4.5398, -3.7915], [4.8717, 5.9840, -4.6041], [4.7529, 4.4411, -5.4691], [6.5955, 4.9781, -3.0798], [7.1246, 4.8932, -4.7677], [6.3405, 2.7203, -4.7599], [5.4787, -5.6651, -1.3607], [4.0988, -5.5214, -0.7443], [3.2378, -4.7584, -1.5823], [5.9203, -4.6829, -1.5343], [6.1417, -6.2392, -0.7108], [5.4188, -6.1691, -2.3288], [4.1591, -5.0005, 0.2104], [3.6503, -6.5057, -0.5719], [3.1667, -5.2158, -2.4253]], "e_homo_ev": -4.35, "orbital_gap_ev": 6.12, "charge": -1}

---

{"formula": "C20H33N5O4SSr", "method": "wB97M-V/def2-TZVPD", "elements": ["Sr", "C", "C", "N", "C", "C", "N", "C", "C", "N", "H", "H", "H", "H", "H", "H", "H", "H", "H", "H", "H", "H", "H", "H", "H", "C", "C", "C", "C", "C", "C", "C", "S", "O", "O", "N", "C", "C", "O", "O", "H", "H", "H", "H", "H", "H", "H", "H", "H", "C", "C", "C", "C", "C", "N", "H", "H", "H", "H", "H", "H", "H", "H", "H"], "positions_angstrom": [[0.4452, -0.8472, -0.9963], [4.0116, -1.4655, -1.3198], [3.2782, -2.1144, -2.5142], [2.2497, -1.2608, -3.1099], [2.7451, -0.1047, -3.8551], [1.9128, 1.1607, -3.6421], [1.6211, 1.4407, -2.2417], [2.7024, 1.9939, -1.4376], [3.7875, 0.9878, -1.0399], [3.3063, -0.3496, -0.6768], [5.0063, -1.1331, -1.6378], [4.1686, -2.2476, -0.5773], [2.7780, -3.0286, -2.1852], [4.0397, -2.3995, -3.2529], [1.6739, -1.8405, -3.7101], [2.7877, -0.3058, -4.9314], [3.7758, 0.0835, -3.5552], [0.9578, 1.0615, -4.1631], [2.4533, 1.9925, -4.1206], [0.8186, 2.0527, -2.1756], [2.2443, 2.4034, -0.5391], [3.2098, 2.8225, -1.9568], [4.3505, 1.4330, -0.2130], [4.5057, 0.8869, -1.8546], [3.3622, -0.4696, 0.3251], [-1.7982, -1.7500, 5.3826], [-1.9004, -1.5848, 3.8935], [-3.0520, -1.9118, 3.1979], [-3.1204, -1.7491, 1.8195], [-2.0467, -1.2633, 1.0911], [-0.8679, -0.9487, 1.7867], [-0.8166, -1.1016, 3.1601], [-2.3909, -1.0352, -0.6901], [-3.8270, -1.0223, -0.7964], [-1.7558, 0.2805, -0.9933], [-1.6138, -2.1141, -1.5238], [-1.3111, -3.4630, -0.9658], [0.2402, -3.7622, -0.9319], [0.7108, -4.5719, -1.7244], [0.8963, -3.0379, -0.1038], [-2.7565, -2.0351, 5.8141], [-1.4714, -0.8247, 5.8595], [-1.0703, -2.5221, 5.6377], [-3.9151, -2.2915, 3.7313], [-4.0373, -1.9790, 1.2948], [0.0522, -0.5476, 1.3702], [0.0999, -0.8416, 3.6774], [-1.7726, -4.2155, -1.6030], [-1.6911, -3.5469, 0.0563], [-3.0356, 2.0437, 1.6844], [-2.0302, 3.0449, 1.1038], [-2.5183, 3.5473, -0.2623], [-1.8124, 4.2142, 2.0731], [-0.7371, 2.3821, 0.9079], [0.2949, 1.8926, 0.7840], [-3.9575, 2.5777, 1.9201], [-2.6595, 1.5781, 2.5967], [-3.2673, 1.2651, 0.9627], [-3.4994, 4.0074, -0.1379], [-2.6048, 2.7158, -0.9610], [-1.8389, 4.2975, -0.6698], [-2.7605, 4.7332, 2.2169], [-1.0870, 4.9261, 1.6791], [-1.4629, 3.8614, 3.0435]], "e_homo_ev": -7.99, "orbital_gap_ev": 8.22, "charge": 0, "e_above_lowest_kcal_mol": 18.9}

---

{"formula": "C41H53F8N2O3PSSb", "method": "wB97M-V/def2-TZVPD", "elements": ["C", "C", "O", "C", "O", "Sb", "S", "C", "C", "C", "C", "N", "C", "C", "O", "C", "C", "F", "F", "F", "P", "N", "H", "H", "H", "H", "H", "H", "H", "H", "H", "H", "H", "H", "H", "H", "H", "H", "H", "H", "H", "H", "H", "H", "H", "H", "H", "H", "H", "H", "F", "C", "C", "C", "C", "C", "C", "H", "H", "H", "H", "H", "F", "C", "C", "C", "C", "C", "C", "H", "H", "H", "H", "H", "F", "C", "C", "C", "C", "C", "C", "H", "H", "H", "H", "H", "F", "C", "C", "C", "C", "C", "C", "H", "H", "H", "H", "H", "F", "C", "C", "C", "C", "C", "C", "H", "H", "H", "H", "H"], "positions_angstrom": [[3.6616, -1.2012, 1.9441], [4.2140, 0.0227, 1.2263], [3.5864, 1.1607, 1.8454], [3.9869, -0.0156, -0.2911], [2.7272, -0.5007, -0.6396], [1.4550, 0.6810, -1.7536], [3.2450, 1.1747, -3.5241], [0.8110, -1.0289, -2.9495], [1.8267, -2.1664, -3.1319], [2.0338, -3.1390, -1.9479], [0.8803, -3.2324, -0.9548], [1.2874, -3.9475, 0.2715], [-0.1040, 0.4162, -0.2157], [-1.4941, 0.1019, -0.7555], [-2.4973, 1.0141, -0.2641], [-2.8685, 0.7588, 1.0566], [-4.1854, -0.0089, 1.1258], [-4.2957, -0.6731, 2.2846], [-4.3223, -0.9092, 0.1458], [-5.2658, 0.7830, 1.0377], [-0.0494, 2.3237, -3.0984], [-0.0716, 2.2470, -4.6907], [2.5710, -1.1107, 2.0319], [3.8966, -2.1072, 1.3700], [4.0842, -1.2995, 2.9527], [5.3067, 0.0826, 1.3878], [4.0036, 1.9484, 1.4725], [4.7842, -0.6425, -0.7352], [4.1482, 1.0100, -0.6769], [2.0874, 2.0433, -0.8786], [4.0778, 0.1617, -3.2575], [-0.1431, -1.4069, -2.5546], [0.5947, -0.5793, -3.9296], [1.5196, -2.7483, -4.0169], [2.7953, -1.7239, -3.3955], [2.9209, -2.8342, -1.3798], [2.2350, -4.1516, -2.3321], [0.0324, -3.7832, -1.3914], [0.5282, -2.2216, -0.7235], [1.7783, -3.2789, 0.8604], [0.4454, -4.1888, 0.7866], [0.2462, -0.3469, 0.4920], [-0.1237, 1.3743, 0.3221], [-1.5527, 0.2167, -1.8486], [-1.7976, -0.9354, -0.5382], [-2.1146, 0.1731, 1.6003], [-3.0239, 1.7063, 1.5910], [-1.3638, 2.2952, -2.5673], [0.3182, 3.6020, -2.6097], [0.6135, 1.5785, -5.0294], [-0.1356, 3.8501, 0.3665], [0.0524, 5.1624, 0.1369], [0.9424, 5.8435, 0.9432], [1.1477, 7.1954, 0.7152], [0.4635, 7.8432, -0.3051], [-0.4272, 7.1323, -1.0981], [-0.6432, 5.7780, -0.8840], [1.4609, 5.3132, 1.7291], [1.8489, 7.7347, 1.3384], [0.6288, 8.8970, -0.4859], [-0.9573, 7.6312, -1.8987], [-1.3241, 5.2027, -1.4961], [-3.2438, 1.5350, -6.7751], [-3.9461, 1.5769, -5.6257], [-5.2396, 2.0595, -5.6682], [-5.9687, 2.1016, -4.4878], [-5.4036, 1.6605, -3.3000], [-4.1027, 1.1723, -3.2892], [-3.3537, 1.1339, -4.4591], [-5.6545, 2.3978, -6.6081], [-6.9828, 2.4807, -4.5003], [-5.9734, 1.6952, -2.3805], [-3.6674, 0.8446, -2.3552], [-2.3260, 0.7925, -4.4776], [-1.3792, -4.0013, 2.4289], [-2.0664, -4.0101, 3.5927], [-3.3418, -3.4825, 3.5986], [-4.0475, -3.4861, 4.7928], [-3.4758, -4.0134, 5.9434], [-2.1918, -4.5391, 5.9013], [-1.4690, -4.5422, 4.7163], [-3.7545, -3.0707, 2.6890], [-5.0462, -3.0711, 4.8208], [-4.0295, -4.0123, 6.8728], [-1.7435, -4.9475, 6.7974], [-0.4661, -4.9419, 4.6572], [3.7031, 7.1105, 3.1973], [4.5759, 6.1257, 3.5090], [5.8378, 6.4850, 3.9370], [6.7382, 5.4770, 4.2507], [6.3683, 4.1447, 4.1342], [5.0896, 3.8135, 3.7047], [4.1773, 4.8097, 3.3860], [6.1014, 7.5310, 4.0132], [7.7340, 5.7373, 4.5851], [7.0754, 3.3628, 4.3766], [4.8012, 2.7741, 3.6060], [3.1785, 4.5718, 3.0477], [-0.2078, -9.0371, -2.0792], [-1.0657, -8.1613, -1.5092], [-0.5935, -7.3056, -0.5351], [-1.4863, -6.4147, 0.0430], [-2.8152, -6.3857, -0.3582], [-3.2585, -7.2580, -1.3426], [-2.3810, -8.1599, -1.9286], [0.4484, -7.3306, -0.2464], [-1.1409, -5.7373, 0.8106], [-3.5002, -5.6798, 0.0923], [-4.2922, -7.2366, -1.6619], [-2.6997, -8.8465, -2.7009]], "e_homo_ev": -5.06, "orbital_gap_ev": 7.26, "charge": -1, "e_above_lowest_kcal_mol": 3.1}

---

{"formula": "C16H29Al2BeBrClNO11", "method": "wB97M-V/def2-TZVPD", "elements": ["C", "C", "O", "C", "Al", "C", "C", "O", "C", "C", "C", "C", "C", "C", "H", "H", "H", "H", "H", "H", "H", "H", "H", "H", "H", "H", "H", "H", "H", "H", "Al", "C", "O", "O", "O", "H", "C", "O", "C", "C", "O", "C", "H", "H", "H", "H", "H", "H", "H", "H", "H", "H", "Cl", "Be", "N", "O", "O", "O", "O", "H", "H", "Br"], "positions_angstrom": [[1.9365, -3.5874, -2.0483], [2.4332, -2.6519, -3.1770], [1.4193, -2.1548, -4.0330], [0.3276, -1.5807, -3.3196], [0.8193, -0.0402, -2.0448], [-0.2265, -0.2480, -0.2747], [-1.7021, -0.2998, -0.4370], [-2.4222, 0.5926, -0.0422], [-2.3919, -1.5114, -1.0557], [-2.6704, -2.5973, -0.2037], [-3.3441, -3.7956, -0.7291], [-3.7046, -3.7797, -2.0661], [-3.4217, -2.6621, -2.9164], [-2.7708, -1.5407, -2.4243], [1.4581, -4.4618, -2.5334], [2.7727, -4.0038, -1.4608], [1.2285, -3.1109, -1.3327], [3.0869, -1.8655, -2.7571], [3.0978, -3.2652, -3.8174], [-0.3385, -1.1417, -4.0936], [-0.3064, -2.3462, -2.7773], [0.5816, 1.3785, -2.7621], [2.3710, -0.0272, -1.6314], [0.0070, 0.6621, 0.3297], [0.1779, -1.1045, 0.3227], [-2.3878, -2.5642, 0.8757], [-3.5593, -4.6753, -0.1104], [-4.1969, -4.6575, -2.4998], [-3.7204, -2.7001, -3.9685], [-2.5661, -0.6932, -3.0887], [-4.8371, -2.8183, 1.2300], [-4.5124, 3.6958, -1.9555], [-5.3632, 2.9051, -1.5091], [-3.1889, 3.1684, -1.6358], [-4.5710, 4.7247, -2.5757], [-3.5517, 2.3812, -1.1545], [2.8371, 2.6124, 1.3190], [2.5294, 1.2849, 1.7310], [3.6026, 0.6477, 2.3997], [3.4005, 0.6640, 3.9034], [3.4523, 1.9850, 4.4201], [2.1606, 2.5252, 4.6719], [1.9114, 3.1038, 1.0570], [3.3222, 3.1847, 2.1134], [3.4859, 2.5861, 0.4362], [4.5594, 1.1052, 2.1277], [3.6188, -0.3944, 2.0593], [4.2168, 0.1053, 4.3733], [2.4572, 0.1781, 4.1716], [1.7433, 2.0868, 5.5838], [1.4778, 2.3532, 3.8383], [2.2688, 3.6000, 4.8156], [-1.7819, 4.1003, -0.3271], [-0.7327, -2.5632, -0.2169], [-0.9476, 1.3734, 2.9248], [-1.2839, 1.8434, 4.0125], [-1.0191, 0.1398, 2.7143], [-0.5356, 2.1282, 2.0125], [1.4544, 5.1288, 0.5094], [0.5169, 4.9141, 0.5292], [1.5229, 5.9474, 1.0122], [-0.2007, -4.2634, 1.4855]], "e_homo_ev": -7.82, "orbital_gap_ev": 3.45, "charge": 0, "e_above_lowest_kcal_mol": 0.0}

---

{"formula": "C11H22NO6", "method": "wB97M-V/def2-TZVPD", "elements": ["C", "C", "N", "C", "C", "C", "C", "C", "O", "C", "C", "O", "O", "O", "H", "H", "H", "H", "H", "H", "H", "H", "H", "H", "H", "H", "H", "H", "H", "H", "H", "H", "H", "C", "C", "O", "O", "H", "H", "H"], "positions_angstrom": [[-2.8117, -1.1333, -0.0309], [-1.3031, -1.0861, 0.6084], [-0.2533, -0.5097, -0.3651], [0.9890, -0.3712, 0.4861], [2.3863, -0.1652, -0.3450], [3.1322, 1.2714, 0.0657], [2.2422, 2.5358, -0.4900], [2.6814, 2.9591, -2.0367], [1.5387, 3.5946, -2.7735], [0.8748, 2.5084, -3.5537], [-0.1204, -1.5653, -1.4403], [-0.5087, -1.2593, -2.7095], [0.4496, -2.9208, -1.2624], [1.4767, -2.9263, -2.1057], [-3.5658, -1.0083, 0.8706], [-3.0048, -0.2653, -0.8039], [-3.0306, -2.1802, -0.5279], [-1.2233, -0.4738, 1.6241], [-0.9928, -2.1980, 0.8436], [1.0704, -1.2635, 1.2631], [0.8329, 0.6159, 1.1388], [3.1089, -1.0515, -0.0019], [2.2769, -0.1402, -1.5099], [3.4224, 1.3304, 1.1980], [4.1593, 1.2645, -0.5425], [2.2826, 3.4253, 0.2698], [1.1002, 2.2092, -0.5691], [3.5204, 3.7744, -2.0004], [3.0237, 2.0374, -2.6883], [0.7470, 1.5902, -2.8266], [1.6353, 2.2019, -4.3948], [-0.1625, 2.8686, -3.9704], [2.2715, -2.9673, -1.4950], [-4.0991, -1.5535, 4.9336], [-3.9469, -1.4888, 3.4236], [-3.8301, -0.3274, 2.9428], [-3.9571, -2.6096, 2.8419], [-4.0828, -0.5541, 5.3786], [-5.0492, -2.0311, 5.1907], [-3.2802, -2.1373, 5.3644]], "e_homo_ev": -4.42, "orbital_gap_ev": 6.83, "charge": -1, "e_above_lowest_kcal_mol": 123.1}

---

Q: What is the formula in the fourth record?
A: C16H29Al2BeBrClNO11

---

What did the fourth record say?
{"formula": "C16H29Al2BeBrClNO11", "method": "wB97M-V/def2-TZVPD", "elements": ["C", "C", "O", "C", "Al", "C", "C", "O", "C", "C", "C", "C", "C", "C", "H", "H", "H", "H", "H", "H", "H", "H", "H", "H", "H", "H", "H", "H", "H", "H", "Al", "C", "O", "O", "O", "H", "C", "O", "C", "C", "O", "C", "H", "H", "H", "H", "H", "H", "H", "H", "H", "H", "Cl", "Be", "N", "O", "O", "O", "O", "H", "H", "Br"], "positions_angstrom": [[1.9365, -3.5874, -2.0483], [2.4332, -2.6519, -3.1770], [1.4193, -2.1548, -4.0330], [0.3276, -1.5807, -3.3196], [0.8193, -0.0402, -2.0448], [-0.2265, -0.2480, -0.2747], [-1.7021, -0.2998, -0.4370], [-2.4222, 0.5926, -0.0422], [-2.3919, -1.5114, -1.0557], [-2.6704, -2.5973, -0.2037], [-3.3441, -3.7956, -0.7291], [-3.7046, -3.7797, -2.0661], [-3.4217, -2.6621, -2.9164], [-2.7708, -1.5407, -2.4243], [1.4581, -4.4618, -2.5334], [2.7727, -4.0038, -1.4608], [1.2285, -3.1109, -1.3327], [3.0869, -1.8655, -2.7571], [3.0978, -3.2652, -3.8174], [-0.3385, -1.1417, -4.0936], [-0.3064, -2.3462, -2.7773], [0.5816, 1.3785, -2.7621], [2.3710, -0.0272, -1.6314], [0.0070, 0.6621, 0.3297], [0.1779, -1.1045, 0.3227], [-2.3878, -2.5642, 0.8757], [-3.5593, -4.6753, -0.1104], [-4.1969, -4.6575, -2.4998], [-3.7204, -2.7001, -3.9685], [-2.5661, -0.6932, -3.0887], [-4.8371, -2.8183, 1.2300], [-4.5124, 3.6958, -1.9555], [-5.3632, 2.9051, -1.5091], [-3.1889, 3.1684, -1.6358], [-4.5710, 4.7247, -2.5757], [-3.5517, 2.3812, -1.1545], [2.8371, 2.6124, 1.3190], [2.5294, 1.2849, 1.7310], [3.6026, 0.6477, 2.3997], [3.4005, 0.6640, 3.9034], [3.4523, 1.9850, 4.4201], [2.1606, 2.5252, 4.6719], [1.9114, 3.1038, 1.0570], [3.3222, 3.1847, 2.1134], [3.4859, 2.5861, 0.4362], [4.5594, 1.1052, 2.1277], [3.6188, -0.3944, 2.0593], [4.2168, 0.1053, 4.3733], [2.4572, 0.1781, 4.1716], [1.7433, 2.0868, 5.5838], [1.4778, 2.3532, 3.8383], [2.2688, 3.6000, 4.8156], [-1.7819, 4.1003, -0.3271], [-0.7327, -2.5632, -0.2169], [-0.9476, 1.3734, 2.9248], [-1.2839, 1.8434, 4.0125], [-1.0191, 0.1398, 2.7143], [-0.5356, 2.1282, 2.0125], [1.4544, 5.1288, 0.5094], [0.5169, 4.9141, 0.5292], [1.5229, 5.9474, 1.0122], [-0.2007, -4.2634, 1.4855]], "e_homo_ev": -7.82, "orbital_gap_ev": 3.45, "charge": 0, "e_above_lowest_kcal_mol": 0.0}